Here is 2 unconnected molecules or ions with the total composition C34H42N2O4 from OMol25. Energies are from ωB97M-V/def2-TZVPD.

Last column: Mulliken charge in e.
Cartesian coordinates (Å):
C (-0.665, 5.513, -2.380)  -0.514
H (2.032, 5.412, -0.254)  0.416
H (-1.756, 1.221, 1.395)  0.475
C (3.900, -1.503, 0.647)  -0.458
H (4.031, 4.286, -0.964)  0.423
O (-3.579, -2.880, 1.672)  -0.804
H (-1.182, -4.523, -0.261)  0.301
H (-3.200, 4.568, -3.329)  0.381
H (-1.318, -4.236, 4.038)  0.358
C (-2.583, -2.115, 1.672)  1.472
H (-1.508, -5.973, 0.734)  0.457
H (-2.808, -4.498, 3.080)  0.351
C (4.310, 0.079, 2.447)  -0.836
H (3.246, 3.440, 0.432)  0.370
H (0.627, -1.990, -3.561)  0.328
H (-1.516, 6.154, -2.667)  0.352
H (0.392, 2.660, -5.083)  0.491
C (-1.653, -4.887, 0.661)  -1.669
O (6.028, -1.449, 1.850)  -0.475
C (-1.737, -4.715, 3.145)  -1.749
H (4.232, -2.303, -0.017)  0.336
C (0.583, 1.874, -4.382)  -0.371
H (-3.687, 1.886, 2.289)  0.400
H (0.118, 6.883, -0.926)  0.342
C (-2.755, -0.653, 1.552)  -0.235
C (1.447, 3.820, -1.601)  0.962
H (0.552, -5.664, 2.005)  0.442
C (-4.180, 1.450, 1.410)  -2.070
H (1.938, -1.409, -0.229)  0.276
H (-3.097, 3.788, -4.938)  0.257
C (3.583, 3.339, -0.613)  -1.018
C (-0.309, -0.395, 1.297)  0.159
H (-2.361, 5.401, -4.683)  0.345
C (-1.644, 0.132, 1.391)  -0.714
H (6.443, -2.240, -0.065)  0.301
C (0.778, 0.503, 1.162)  -1.234
C (0.449, -4.572, 1.958)  -2.021
C (-0.157, -1.796, 1.609)  -0.656
C (2.626, -0.976, 0.500)  -0.306
H (7.482, -2.728, 1.321)  0.242
H (-3.664, 1.780, 0.499)  0.394
H (-5.993, -0.067, 2.723)  0.451
H (4.305, 2.522, -0.696)  0.235
C (-4.978, -0.483, 2.759)  -1.727
C (-0.532, 4.243, -2.967)  0.298
C (6.462, -2.538, 0.998)  -0.767
C (-2.582, 4.425, -4.227)  -0.948
H (5.000, 0.467, 3.196)  0.420
C (-4.194, -0.078, 1.505)  2.240
C (0.249, 5.901, -1.399)  -1.013
H (-4.995, -1.727, 0.349)  0.354
H (0.992, -4.227, 1.067)  0.320
H (5.833, -3.433, 1.153)  0.316
C (-4.928, -0.636, 0.276)  -1.662
H (2.711, 1.417, 2.937)  0.475
H (-2.727, -4.674, 0.628)  0.360
C (1.425, -1.358, -3.168)  -0.905
H (0.847, -2.164, 1.833)  0.735
O (2.469, 2.952, -1.443)  -0.335
C (4.766, -0.989, 1.641)  0.872
C (0.466, 3.393, -2.489)  0.112
H (0.557, 1.568, 1.208)  0.453
N (0.580, 2.095, -3.008)  0.832
C (-1.217, -2.659, 1.751)  -0.557
H (2.317, -1.539, -3.775)  0.353
H (-4.387, -0.372, -0.640)  0.315
H (-5.045, -1.573, 2.819)  0.345
C (1.312, 5.084, -1.006)  -0.587
H (-5.942, -0.222, 0.217)  0.458
H (-5.208, 1.834, 1.373)  0.416
H (0.961, 0.012, -5.477)  0.457
H (0.918, -4.155, 2.859)  0.398
C (3.060, 0.633, 2.262)  -0.271
C (-1.032, -4.192, 1.885)  2.221
O (-1.370, 3.723, -3.900)  -0.351
C (0.866, 0.576, -4.555)  -0.792
C (2.154, 0.100, 1.283)  0.203
H (-1.599, -5.802, 3.223)  0.450
H (1.622, -1.594, -2.121)  0.254
H (-4.474, -0.103, 3.655)  0.355
C (0.839, 0.939, -2.262)  -0.657
N (1.053, 0.019, -3.281)  0.374

The HOMO energy is -7.54 eV. As for the spin multiplicity: 1. The HOMO-LUMO gap comes out at 6.99 eV. The value obtained for the LUMO energy is -0.020 hartree.


Here is a molecular structure, C34H43BIrN7O2S5Se3Te from OMol25. Energies are from ωB97M-V/def2-TZVPD.

Last column: Löwdin spin population.
Cartesian coordinates (Å):
S (2.488, 6.668, 2.206)  0.002
C (1.648, -3.207, -3.963)  0.000
C (3.015, -1.797, -0.409)  0.000
H (4.121, -0.856, 1.989)  0.000
N (-0.345, -1.039, -2.132)  0.004
H (1.720, -0.948, 3.500)  0.000
H (-6.941, 0.970, -0.046)  0.000
N (1.603, 5.520, 1.351)  0.018
C (5.240, 4.578, 4.352)  0.005
H (-1.877, -3.375, -0.146)  0.000
H (2.359, -2.664, -3.347)  0.000
C (1.457, -0.972, 1.347)  0.000
S (-0.410, 2.788, -2.883)  0.046
H (0.058, -1.278, -5.437)  0.000
H (-5.203, -2.407, 2.387)  0.000
C (1.168, -0.551, 2.664)  0.000
C (3.871, 3.121, 2.989)  0.004
C (3.156, 4.240, 2.523)  0.000
C (3.735, -1.875, 1.974)  0.000
C (1.867, -3.368, 1.217)  0.000
C (-0.367, 1.093, -3.092)  0.006
H (-0.055, 0.877, -6.489)  0.000
H (0.860, -3.311, -1.363)  0.000
O (1.556, 7.480, 2.911)  0.000
C (2.530, -1.993, 1.032)  0.000
Se (-0.898, 5.685, -0.636)  -0.007
Te (1.185, 6.737, -0.231)  -0.011
Se (2.570, 3.603, -2.243)  0.665
C (0.153, -3.755, -2.050)  0.000
H (-0.250, 1.984, 4.211)  0.000
C (-0.180, 0.551, -4.390)  0.003
C (-0.085, -1.587, -3.294)  0.005
H (0.918, -3.405, 0.690)  0.000
H (6.075, 4.695, 5.025)  0.000
N (-2.480, 0.370, -0.469)  0.000
H (4.761, 6.682, 4.283)  0.000
H (3.622, -2.644, -0.720)  0.000
H (-2.258, -4.386, 1.252)  0.000
S (1.738, 2.918, 0.568)  -0.001
Se (2.994, 5.767, -1.950)  0.218
Ir (-0.956, 3.023, -0.542)  -0.002
S (-3.461, 2.709, -1.283)  0.002
C (4.515, 5.690, 3.938)  0.000
C (-3.684, -1.402, 0.321)  0.000
H (0.776, 2.083, -5.489)  0.000
H (3.623, -0.898, -0.478)  0.000
C (-0.453, 0.908, 1.719)  -0.001
C (-4.852, 0.609, -0.287)  0.000
H (1.931, -4.256, -3.966)  0.000
H (-0.714, -3.374, -5.361)  0.000
H (-3.549, -2.068, 2.905)  0.000
C (-2.257, -3.371, 0.867)  0.000
C (3.475, 5.503, 3.064)  0.004
H (0.547, 0.595, 4.968)  0.000
N (-2.543, -0.862, 0.004)  0.000
C (0.185, 0.388, 2.871)  0.000
H (-4.237, -3.685, -1.015)  0.000
C (-0.107, 1.450, -5.568)  0.000
C (4.900, 3.307, 3.883)  -0.001
C (-4.890, -0.669, 0.194)  0.000
C (2.164, 4.277, 1.517)  0.019
O (3.262, 7.339, 1.181)  0.005
H (-1.593, -2.761, 1.470)  0.000
N (0.737, -0.548, 0.340)  0.000
H (0.379, -4.813, -2.156)  0.000
H (3.489, -2.173, 2.991)  0.000
H (1.719, -2.835, -4.981)  0.000
H (3.614, 2.136, 2.631)  0.000
H (-5.884, 2.367, 0.255)  0.000
H (5.477, 2.456, 4.210)  0.000
H (-0.535, -4.823, -4.384)  0.000
H (-1.162, 0.524, 4.508)  0.000
H (-0.978, 2.101, -5.595)  0.000
C (0.224, -3.067, -3.405)  0.000
H (-4.563, -4.711, 0.380)  0.000
H (-5.613, -3.343, 0.032)  0.000
C (-0.768, -3.761, -4.349)  0.000
C (-3.674, -2.806, 0.880)  0.000
B (-1.016, 0.886, -0.688)  0.001
S (-1.474, 2.275, 1.783)  -0.001
H (-6.178, 1.849, -1.390)  0.000
N (-0.516, 0.266, -2.036)  0.013
C (-0.063, -0.809, -4.476)  0.002
C (-0.180, 0.899, 4.221)  0.000
N (-0.190, 0.354, 0.511)  0.000
H (-0.842, -3.652, -1.638)  0.000
H (2.171, -1.677, -1.080)  0.000
H (-1.786, -3.648, -3.987)  0.000
H (2.511, -4.157, 0.841)  0.000
C (-6.044, 1.489, -0.372)  0.000
H (-5.826, -1.103, 0.497)  0.000
C (-4.583, -3.688, 0.016)  0.000
H (-4.111, -3.735, 2.778)  0.000
H (4.527, -2.532, 1.620)  0.000
C (-4.173, -2.748, 2.329)  0.000
H (1.680, -3.554, 2.272)  0.000
C (-3.579, 1.138, -0.659)  0.000

Its total charge is +1. The HOMO energy (spin up / spin down) is -9.68 / -9.61 eV. As for the spin multiplicity: 2. The HOMO-LUMO gap (spin up / spin down) comes out at 5.48 / 5.17 eV. As for the expectation value of S²: 0.760. The value obtained for the LUMO energy (spin up / spin down) is -0.154 / -0.163 hartree.


Here is a molecular structure, C34H43Cl2N2OP3Tc from OMol25. Energies are from ωB97M-V/def2-TZVPD.

Last column: Löwdin spin population.
Cartesian coordinates (Å):
Tc (0.047, -0.046, 0.112)  1.645
C (-4.390, -2.799, -1.054)  0.000
Cl (2.323, 0.732, 0.825)  0.071
H (5.338, 1.045, -7.257)  -0.001
H (0.050, 5.475, -7.478)  0.000
H (-1.051, 4.445, 2.646)  0.000
C (-0.246, 0.133, -2.019)  0.104
H (0.995, -3.269, -5.710)  0.000
H (3.130, -1.057, -1.594)  0.000
C (3.556, 1.125, -6.073)  0.069
C (-1.320, -0.329, -2.892)  0.022
C (-0.680, 2.691, 1.485)  0.007
H (-2.192, 5.110, -3.761)  0.000
C (-3.425, -2.708, -3.860)  0.003
H (1.296, 3.399, -6.901)  0.021
H (-0.843, -3.060, -7.374)  0.003
H (-4.337, -3.212, -4.187)  0.000
H (-3.663, -3.580, -0.822)  0.000
H (3.258, -2.829, -1.391)  -0.001
H (-0.196, -3.332, -1.744)  0.000
C (0.516, 3.797, -6.229)  0.065
P (1.259, 1.728, -5.531)  0.402
H (5.510, 3.508, -3.690)  0.000
H (0.489, 2.873, 3.135)  0.000
C (-4.917, -0.435, -2.759)  0.002
H (-1.875, -0.838, -7.874)  -0.001
N (0.253, 2.282, 2.349)  0.017
C (2.891, 1.761, -4.996)  0.056
H (-4.584, -2.186, -0.170)  0.000
H (-4.506, 0.174, -3.569)  0.000
C (1.084, -1.127, -5.329)  0.044
C (-1.159, 5.396, -5.654)  0.009
N (-0.984, 1.915, 0.413)  0.003
C (0.292, -3.460, -0.773)  0.002
C (0.720, 0.711, -1.397)  -0.010
C (-2.228, -1.021, -1.848)  0.056
C (-0.605, 0.201, -6.484)  0.053
H (-1.715, 6.295, -5.898)  0.001
H (-2.197, 1.717, -1.280)  0.001
P (-3.838, -1.792, -2.391)  0.006
C (0.565, -2.279, -5.931)  0.001
H (-0.854, 3.069, -3.158)  0.000
H (-2.363, -1.439, 0.179)  -0.004
C (-0.481, -2.167, -6.860)  0.054
C (2.133, -2.478, 1.152)  0.003
H (-1.680, 1.340, -4.125)  0.001
H (2.153, -2.147, -2.618)  0.001
C (0.545, 0.145, -5.661)  0.055
C (4.864, 1.454, -6.363)  -0.003
C (-0.176, 4.946, -6.550)  0.009
H (-3.469, 3.791, -0.892)  0.000
H (0.955, -4.333, -0.802)  -0.001
H (-5.321, -3.257, -1.389)  0.000
H (2.846, -3.265, 0.890)  0.000
H (0.810, 1.437, 2.202)  0.001
H (-5.878, -0.859, -3.059)  0.000
H (2.649, -1.598, 1.547)  0.000
H (2.986, 0.459, -6.721)  0.003
C (-1.070, -0.930, -7.136)  -0.007
Cl (-0.597, -0.833, 2.329)  0.065
C (4.943, 2.848, -4.356)  0.015
C (-2.678, 3.530, -0.196)  0.005
C (-2.368, 4.327, 0.912)  0.003
H (-0.475, -3.595, -0.004)  -0.001
C (3.608, 2.551, -4.069)  0.032
H (-2.667, -3.468, -3.645)  0.000
C (5.547, 2.323, -5.507)  0.058
H (1.905, -1.204, -4.614)  0.001
P (1.259, -1.988, -0.353)  0.013
H (3.108, 2.916, -3.169)  0.000
C (2.574, -2.001, -1.615)  0.001
C (0.230, 3.069, -5.050)  0.044
O (-2.170, 0.780, -3.483)  0.018
C (-1.356, 3.911, 1.740)  0.003
H (-1.039, -0.988, -3.734)  0.005
H (-5.061, 0.185, -1.869)  0.000
H (-2.928, 5.244, 1.121)  0.000
C (-1.966, 2.348, -0.418)  0.001
H (6.573, 2.588, -5.734)  0.003
H (1.435, 1.338, -1.934)  -0.004
C (-1.753, -0.984, -0.580)  -0.039
C (-0.719, 3.556, -4.127)  0.009
H (-1.058, 1.167, -6.673)  0.001
C (-1.427, 4.725, -4.455)  0.006
H (1.390, -2.809, 1.880)  0.000
H (-3.073, -2.058, -4.667)  0.000

Its total charge is +2. The HOMO energy (spin up / spin down) is -12.34 / -12.41 eV. As for the spin multiplicity: 4. The HOMO-LUMO gap (spin up / spin down) comes out at 7.21 / 5.03 eV. As for the expectation value of S²: 3.798. The value obtained for the LUMO energy (spin up / spin down) is -0.188 / -0.271 hartree.


For the records above, the corresponding ΔE to the lowest compared entry with this formula, charge and spin values read 0.00 329.95 235.99 kJ/mol.
For the records above, the corresponding electronic energy values read -1731.12747 -11447.48054 -3530.76295 a.u..